(1)
Computed, not measured: a structure of composition B3F12Sn at a distorted geometry, with the ωB97M-V functional and the def2-TZVPD basis.

Energy ... -1487.952633 a.u.
Maximum force ... 0.0714 Eh/bohr
Energy above the lowest of the compared OMol25 structures with the same formula, charge and spin ... 59.1 kcal/mol

Geometry as ORCA input:
```
! RIJCOSX wB97M-V def2-TZVPD def2/J DEFGRID3
* xyz -1 1
Sn 1.03 0.56 -1.20
B 1.99 -1.23 1.61
F 1.85 -2.32 0.70
F 0.69 -0.82 1.72
F 2.57 -1.65 2.76
F 2.79 -0.22 1.07
B -0.73 3.10 -0.17
F 0.17 2.74 0.77
F -0.05 3.34 -1.33
F -1.70 2.12 -0.24
F -1.43 4.22 0.26
B -1.43 -1.95 -1.18
F -1.57 -0.60 -1.26
F -1.86 -2.57 -2.37
F -0.13 -2.26 -0.97
F -2.20 -2.46 -0.18
*
```



(2)
Computed, not measured: a structure of composition C6H18BF4N4V, with the ωB97M-V functional and the def2-TZVPD basis.

Energy ... -1826.504421 a.u.
Maximum force ... 0.0018 Eh/bohr
Energy above the lowest of the compared OMol25 structures with the same formula, charge and spin ... 0.0 kcal/mol

Geometry as ORCA input:
```
! RIJCOSX wB97M-V def2-TZVPD def2/J DEFGRID3
* xyz 2 3
V -0.23 0.22 -0.51
N -1.65 -1.35 -0.21
C -1.87 -1.62 1.24
C -0.54 -1.50 1.94
N 0.09 -0.18 1.60
C 1.56 -0.26 1.83
C 2.25 0.92 1.16
N 1.75 1.00 -0.24
C -0.55 0.91 2.41
C -0.77 2.19 1.61
N -1.34 1.84 0.28
H -1.27 -2.19 -0.66
H -2.54 -1.18 -0.69
H -2.60 -0.89 1.60
H -2.30 -2.61 1.39
H -0.64 -1.62 3.02
H 0.13 -2.29 1.59
H 1.79 -0.30 2.90
H 1.91 -1.19 1.38
H 2.03 1.86 1.67
H 3.33 0.79 1.19
H 1.85 1.95 -0.60
H 2.35 0.44 -0.85
H -1.52 0.55 2.76
H 0.05 1.12 3.30
H -1.43 2.86 2.16
H 0.16 2.73 1.44
H -2.33 1.63 0.38
H -1.31 2.65 -0.34
F -0.42 0.64 -2.27
B 0.75 -0.94 -2.95
F 1.77 -0.24 -3.37
F -0.14 -1.56 -3.67
F 0.83 -1.33 -1.59
*
```



(3)
Computed, not measured: a structure of composition C33H97AlF3O18 at a distorted geometry, with the ωB97M-V functional and the def2-TZVPD basis.

Energy ... -3211.405588 a.u.
Maximum force ... 0.0551 Eh/bohr

Geometry as ORCA input:
```
! RIJCOSX wB97M-V def2-TZVPD def2/J DEFGRID3
* xyz -1 1
C -0.91 4.52 6.74
C -0.38 3.97 5.42
C -1.28 4.34 4.22
C -0.52 5.10 3.11
C -0.97 4.66 1.71
C -0.24 3.38 1.27
C 0.06 3.29 -0.21
C 1.14 2.26 -0.54
C 0.63 0.82 -0.35
Al 2.11 -0.53 -0.05
C 1.40 -2.35 0.57
C 0.00 -2.30 1.21
C -0.76 -3.61 1.07
F -0.33 -4.54 0.18
C -1.81 -3.94 1.87
F -2.96 -3.23 1.87
F -1.87 -4.87 2.82
C 3.63 0.18 1.11
C 3.27 0.34 2.59
C 1.87 0.76 2.88
O 2.44 -0.60 3.15
H -1.80 3.98 7.04
H -1.08 5.58 6.65
H -0.16 4.36 7.51
H -0.33 2.89 5.52
H 0.63 4.33 5.26
H -1.72 3.45 3.77
H -2.04 5.01 4.59
H 0.54 4.93 3.24
H -0.71 6.16 3.24
H -2.02 4.42 1.80
H -0.84 5.45 0.98
H -0.83 2.53 1.59
H 0.71 3.30 1.81
H 0.41 4.26 -0.59
H -0.83 3.06 -0.78
H 1.40 2.46 -1.56
H 2.01 2.50 0.07
H -0.15 0.79 0.41
H 0.15 0.53 -1.29
H 2.75 -0.78 -1.54
H 2.09 -2.79 1.28
H 1.38 -3.00 -0.29
H 0.12 -2.17 2.28
H -0.60 -1.48 0.82
H 4.42 -0.58 1.17
H 4.02 1.15 0.81
H 4.02 0.76 3.24
H 1.01 0.38 2.36
H 1.66 1.28 3.81
C 0.75 -6.80 -2.12
O -0.39 -6.23 -2.79
H 1.36 -7.32 -2.85
H 1.35 -6.01 -1.65
H 0.42 -7.51 -1.36
H -0.91 -5.78 -2.11
C 0.83 3.03 -4.69
O 1.14 3.71 -3.49
H 0.47 2.04 -4.44
H 0.05 3.56 -5.24
H 1.72 2.93 -5.32
H 1.45 4.59 -3.73
C -1.66 0.28 -6.44
O -1.44 1.54 -5.82
H -1.16 0.30 -7.41
H -1.23 -0.53 -5.84
H -2.72 0.08 -6.59
H -1.87 1.54 -4.96
C -0.34 6.97 -5.47
O 0.61 5.95 -5.16
H -0.98 7.11 -4.61
H 0.16 7.92 -5.69
H -0.95 6.69 -6.33
H 1.17 5.84 -5.93
C 4.99 -6.93 -2.90
O 4.20 -5.80 -3.25
H 5.99 -6.56 -2.68
H 4.59 -7.43 -2.01
H 5.05 -7.65 -3.72
H 3.31 -6.12 -3.44
C -2.00 -3.95 -4.97
O -0.97 -3.42 -4.15
H -2.52 -3.11 -5.43
H -1.60 -4.59 -5.76
H -2.73 -4.52 -4.38
H -0.52 -4.17 -3.75
C 2.22 6.31 8.25
O 2.14 5.11 7.49
H 1.37 6.93 7.99
H 2.19 6.10 9.32
H 3.14 6.86 8.01
H 2.89 4.56 7.71
C 6.55 3.00 3.43
O 6.26 1.89 2.60
H 5.69 3.66 3.43
H 6.74 2.67 4.46
H 7.42 3.55 3.06
H 7.04 1.32 2.62
C -0.95 9.09 6.97
O -0.74 8.03 7.90
H -1.28 8.64 6.03
H -1.72 9.78 7.32
H -0.02 9.65 6.79
H -0.45 8.43 8.72
C -2.26 6.87 -2.17
O -1.36 5.88 -1.70
H -2.97 7.07 -1.38
H -1.73 7.80 -2.41
H -2.80 6.53 -3.06
H -0.73 5.69 -2.41
C 9.99 1.97 4.57
O 9.48 1.31 3.42
H 9.31 1.76 5.39
H 10.98 1.61 4.83
H 10.03 3.05 4.42
H 10.07 1.49 2.69
C -3.00 2.13 -2.54
O -2.31 3.27 -3.02
H -3.43 1.61 -3.40
H -2.30 1.45 -2.03
H -3.80 2.40 -1.85
H -1.93 3.72 -2.26
C 1.10 -11.07 -1.91
O 1.28 -9.81 -1.28
H 1.57 -11.03 -2.89
H 1.56 -11.86 -1.32
H 0.03 -11.26 -2.03
H 0.86 -9.84 -0.42
C -4.55 -0.85 -1.39
O -3.53 -0.46 -0.48
H -4.92 0.06 -1.87
H -4.15 -1.51 -2.15
H -5.37 -1.34 -0.87
H -3.19 -1.25 -0.05
C -2.61 -10.46 -3.06
O -2.27 -9.80 -1.84
H -2.95 -11.47 -2.82
H -3.42 -9.93 -3.56
H -1.74 -10.51 -3.71
H -1.98 -8.92 -2.07
C -4.96 -5.07 -1.54
O -5.18 -3.69 -1.25
H -5.31 -5.26 -2.55
H -3.89 -5.31 -1.49
H -5.51 -5.71 -0.84
H -4.86 -3.53 -0.36
C -8.54 -7.20 -2.50
O -7.89 -6.01 -2.94
H -8.96 -7.68 -3.37
H -7.83 -7.89 -2.02
H -9.34 -6.98 -1.79
H -7.51 -5.59 -2.16
*
```



(4)
Computed, not measured: a cluster of 13 separate species, C24H56N13O23 in total at a distorted geometry, with the ωB97M-V functional and the def2-TZVPD basis.

Energy ... -3388.505466 a.u.
Maximum force ... 0.2825 Eh/bohr
Energy above the lowest of the compared OMol25 structures with the same formula, charge and spin ... 57.7 kcal/mol

Geometry as ORCA input:
```
! RIJCOSX wB97M-V def2-TZVPD def2/J DEFGRID3
* xyz 1 1
C -83.48 -0.21 38.71
C -82.10 -0.02 39.57
C -81.57 -1.43 39.79
C -80.10 -1.48 40.28
C -79.25 -0.72 39.44
C -79.66 0.67 38.89
N -81.11 0.72 38.78
O -81.52 1.87 38.25
C -79.05 0.95 37.52
C -79.22 1.87 39.85
C -82.51 0.81 40.76
H -83.34 -0.70 37.79
H -83.75 0.99 38.41
H -84.34 -0.64 39.36
H -81.93 -1.89 38.92
H -82.11 -1.98 40.60
H -79.68 -2.45 40.39
H -80.05 -1.13 41.27
H -78.93 -1.32 38.55
H -78.32 -0.74 39.82
H -79.13 -0.09 36.89
H -77.95 1.00 37.63
H -79.33 1.63 37.01
H -79.33 2.88 39.65
H -78.19 1.85 40.23
H -79.80 1.84 40.73
H -82.96 1.76 40.63
H -81.72 1.08 41.60
H -83.37 0.40 41.23
N -78.93 5.98 36.65
C -78.60 6.76 37.78
C -77.72 5.97 38.67
C -77.61 4.62 37.99
C -78.40 4.72 36.67
H -79.56 6.37 35.86
H -79.08 7.78 37.87
H -77.15 6.31 39.60
H -76.82 3.67 38.09
H -78.83 4.04 35.85
C -77.30 0.82 43.57
N -77.40 -0.65 43.75
O -76.68 -1.10 44.70
O -78.24 -1.34 43.18
H -76.26 1.21 43.30
H -77.54 1.51 44.44
H -78.12 1.29 42.89
C -76.77 -4.76 38.81
N -76.73 -4.62 40.28
O -77.26 -3.69 40.78
O -75.75 -5.22 40.96
H -77.27 -3.84 38.42
H -77.08 -5.67 38.62
H -75.61 -4.77 38.45
C -81.28 -4.83 36.36
N -81.43 -3.36 36.13
O -82.03 -3.00 35.15
O -80.64 -2.64 36.74
H -80.67 -5.17 35.61
H -82.25 -5.34 36.26
H -80.88 -4.93 37.44
C -74.81 2.33 40.63
N -75.29 1.32 39.87
O -75.67 1.66 38.78
O -75.64 0.18 40.34
H -73.82 2.62 40.50
H -74.83 1.93 41.66
H -75.16 3.38 40.71
C -81.37 1.19 45.62
N -81.30 1.13 44.09
O -81.24 0.05 43.61
O -81.16 2.12 43.37
H -81.68 -0.04 46.00
H -82.12 1.84 45.84
H -80.43 1.58 46.04
C -81.64 5.31 39.11
N -82.27 4.70 40.36
O -83.41 4.61 40.36
O -81.49 4.33 41.23
H -81.69 6.26 39.01
H -82.07 4.72 38.16
H -80.68 5.07 38.83
C -84.43 -0.32 33.80
N -84.08 0.72 34.84
O -85.03 1.57 35.03
O -83.08 0.51 35.45
H -85.19 -0.74 34.24
H -83.51 -1.06 33.96
H -84.49 0.11 32.89
C -79.83 5.68 43.51
N -78.91 4.56 43.01
O -78.44 3.79 43.86
O -78.64 4.56 41.87
H -79.23 6.39 43.92
H -80.41 5.11 44.24
H -80.53 5.87 42.79
C -88.48 1.46 41.23
N -87.02 1.71 41.51
O -86.69 2.87 41.66
O -86.31 0.76 41.69
H -88.46 0.83 40.30
H -89.01 2.33 41.11
H -88.74 0.93 42.19
C -79.88 -4.66 42.48
N -81.22 -5.21 42.17
O -81.47 -6.43 42.35
O -82.08 -4.44 41.63
H -80.03 -3.68 42.75
H -79.04 -4.96 41.70
H -79.47 -5.08 43.38
C -74.93 2.31 34.36
N -76.21 1.59 34.62
O -76.31 0.93 35.63
O -77.28 1.94 34.01
H -74.35 1.58 34.10
H -74.91 2.72 35.25
H -74.67 3.10 33.58
*
```